15 unconnected molecules or ions with the total composition C20H70N12O15 at a distorted geometry. Source: the Open Molecules 2025 dataset; level of theory: the ωB97M-V functional and the def2-TZVPD basis.

```
117
Properties=species:S:1:pos:R:3:forces:R:3:mulliken_charge:R:1
C 11.821404 -0.845816 5.252717 -0.078 -0.145 1.156 -0.86
C 11.616720 -2.184689 6.006125 1.506 2.235 -1.051 0.68
O 12.444700 -2.053909 7.139358 -0.490 -0.689 0.579 -0.62
H 12.887389 -0.723148 5.123110 0.421 0.188 0.296 0.42
H 11.423256 -0.044092 5.941925 0.409 -0.591 -1.198 0.29
H 11.444980 -0.799027 4.250571 -0.891 0.136 -0.386 -0.15
H 12.045132 -2.980351 5.463506 0.088 -1.128 -0.774 -0.04
H 10.573341 -2.327226 6.173615 -0.688 -0.526 0.583 -0.23
H 11.923895 -1.504100 7.714438 0.049 0.337 0.948 0.43
C 8.820649 -6.659237 2.750082 0.180 1.572 -0.641 0.13
C 7.846830 -6.276082 1.660468 0.379 -1.371 1.074 -0.79
O 7.160202 -5.130766 2.000487 -0.258 1.123 -0.418 -0.76
H 9.559279 -5.862786 2.806652 0.246 -0.062 0.327 -0.16
H 9.276006 -7.548847 2.432289 0.906 -1.453 -0.048 0.82
H 8.334553 -6.767161 3.707773 -0.136 -0.118 0.168 -0.51
H 7.172515 -7.124789 1.607877 -0.477 -0.185 -0.796 0.35
H 8.328942 -6.091212 0.719880 0.288 -0.225 -0.548 0.47
H 6.487825 -5.368459 2.617362 -1.097 0.204 0.780 -0.04
C 8.751230 -4.701962 9.624869 0.029 -0.696 1.651 -1.35
C 8.929527 -4.147979 8.267456 -0.230 0.618 -0.443 1.29
O 9.185261 -2.760446 8.532405 -0.012 0.865 -1.341 -0.81
H 8.602478 -5.779371 9.712752 -0.172 0.058 -0.371 0.31
H 7.859643 -4.204682 10.001773 -0.065 -0.348 0.360 0.24
H 9.567624 -4.472865 10.337639 -0.153 0.151 -0.644 0.37
H 8.019729 -4.328824 7.665719 0.318 0.374 0.293 -0.76
H 9.739199 -4.530864 7.689852 0.877 -0.591 -0.314 0.45
H 9.014640 -2.220654 7.717628 -0.111 -0.799 0.864 -0.17
C 11.306669 -7.818168 5.497180 -1.068 0.381 -3.145 -1.04
C 11.819701 -6.433340 5.045498 -0.244 -0.424 1.618 -0.21
O 10.833010 -5.455170 5.414033 0.710 -2.358 1.341 0.13
H 10.335600 -8.011003 4.889685 1.601 -0.100 0.801 0.11
H 11.018876 -7.859826 6.505809 -0.038 0.163 1.477 0.19
H 12.039997 -8.596400 5.272146 -0.184 0.014 0.037 0.46
H 12.085629 -6.417287 4.006764 -0.405 -0.023 -0.914 0.38
H 12.777980 -6.257611 5.540576 -0.057 0.340 0.381 0.40
H 10.764471 -4.802317 4.751690 -0.112 1.584 -1.633 -0.24
C 7.146641 1.545807 5.517304 -0.519 -0.025 0.014 -0.66
C 8.572461 1.301063 5.970595 -1.438 1.305 -0.567 -0.40
O 9.285105 0.815568 4.895296 1.626 0.481 -2.190 -0.50
H 6.750766 0.614588 5.140349 -0.243 -0.397 -0.057 -0.11
H 6.971365 2.286610 4.693320 0.784 -0.349 0.721 0.37
H 6.535774 1.826439 6.357372 -0.279 0.202 0.296 0.40
H 8.732150 0.562520 6.699742 -0.645 -0.779 1.477 0.05
H 8.980170 2.233645 6.298335 0.559 0.636 0.562 0.55
H 9.440458 1.601271 4.341345 0.116 -0.834 -0.154 0.23
C 5.429860 -1.518708 3.079785 -6.439 5.967 -4.705 -0.23
O 4.278659 -0.937106 2.614483 5.135 -1.862 1.780 -0.87
N 5.328177 -2.589658 3.713271 -0.157 -6.213 3.524 0.48
N 6.653793 -1.084009 2.862652 1.486 1.671 -0.174 0.33
H 4.353949 -2.826188 3.855609 0.333 -0.223 0.326 0.29
H 6.153835 -3.187462 4.111960 -2.158 1.481 -0.888 0.23
H 6.810454 -0.265785 2.289922 -0.245 0.092 0.263 0.25
H 7.384161 -1.462203 3.491144 -0.244 1.020 -0.413 -0.16
C 7.869652 -2.561088 5.305859 -1.611 2.033 5.783 0.15
O 7.515555 -1.901030 6.404174 0.937 -3.294 -4.411 0.07
N 7.475317 -3.746290 4.899727 -2.101 -4.121 1.349 2.37
N 8.635971 -1.997312 4.453164 3.693 2.773 -1.691 0.95
H 6.764696 -4.335290 5.456795 1.151 0.704 -0.459 -0.41
H 7.967677 -4.274644 4.172267 0.061 0.689 0.455 -1.56
H 8.925664 -1.047410 4.772961 0.319 -0.843 -0.698 -0.13
H 9.295026 -2.648903 3.935530 -0.275 0.996 0.137 -1.24
C 5.395613 -6.184775 4.632903 -1.758 6.928 7.064 0.00
O 5.335902 -5.307698 5.676100 0.355 -3.354 -3.852 -0.61
N 4.735011 -5.934001 3.585389 -3.801 1.391 -6.564 -0.32
N 6.053206 -7.226801 4.631099 4.623 -6.234 1.126 -0.15
H 4.104302 -5.148458 3.560139 0.111 0.031 0.208 0.22
H 4.674104 -6.533292 2.725497 0.128 0.620 1.617 0.23
H 6.743603 -7.340880 5.376486 0.046 0.099 -0.196 0.19
H 6.161401 -7.830612 3.825963 -0.258 0.176 0.232 0.25
C 6.103092 -1.064541 9.552321 -5.432 3.561 2.514 0.27
O 5.015449 -0.684351 10.243813 3.894 -1.668 -2.985 -0.82
N 7.024120 -1.772511 10.086059 2.679 -4.435 4.707 -0.25
N 6.459999 -0.597313 8.372361 -1.267 1.588 -2.083 -0.13
H 6.823231 -2.255639 10.980751 -0.205 0.974 -0.875 0.32
H 7.820328 -2.222498 9.649047 -0.099 0.771 -0.734 0.13
H 5.708588 -0.081536 7.896109 1.126 -0.087 0.803 0.59
H 7.057724 -1.112112 7.733762 -0.297 0.095 0.761 0.27
C 11.142511 -3.449940 2.282499 -2.388 -0.870 3.979 -0.05
O 10.381865 -3.688844 3.436322 3.105 0.767 -5.121 -0.28
N 12.444879 -3.565452 2.312611 2.834 -0.492 1.217 -0.33
N 10.650252 -3.162349 1.114296 -3.985 0.912 -1.414 -0.11
H 12.872201 -3.736691 3.235161 -0.103 0.177 -1.087 0.33
H 13.012618 -3.513943 1.444389 -0.671 -0.060 1.374 0.24
H 9.536821 -2.973867 1.133300 2.040 -0.097 0.209 -0.24
H 11.138720 -2.725701 0.329766 0.236 -0.565 0.805 0.32
C 7.739164 -2.333105 0.062102 -2.285 5.873 -4.668 0.51
O 7.238719 -1.190541 -0.329986 1.804 -4.796 1.489 -0.69
N 8.259609 -3.247636 -0.755372 -0.516 -1.492 -4.706 -0.27
N 8.015349 -2.675977 1.268297 -0.488 -0.143 5.525 1.32
H 7.824683 -3.263446 -1.694805 0.696 0.181 0.772 0.33
H 8.495515 -4.181055 -0.446700 -0.130 0.317 0.289 0.12
H 7.526422 -1.997503 1.915806 0.512 -0.864 -0.420 -0.23
H 7.738851 -3.641160 1.492751 0.091 0.408 0.134 0.11
C 4.330193 -0.505630 6.332212 -1.878 -1.327 -2.432 -0.54
O 4.597249 0.657897 7.009854 -0.167 2.755 -0.666 -0.64
H 4.782134 -1.442594 6.619337 0.870 0.317 0.637 -0.22
H 4.446664 -0.382678 5.237826 0.229 -0.130 0.361 0.37
H 3.285964 -0.650946 6.487270 -1.188 -0.762 -0.188 0.50
H 4.185759 1.339842 6.409675 0.817 -0.700 1.403 0.43
C 10.025254 -0.003468 1.908605 -0.422 1.087 -0.820 -0.46
O 9.850926 0.137231 0.508480 0.152 -1.451 -0.824 -0.56
H 9.495140 0.896416 2.243453 0.519 -0.282 0.668 0.23
H 11.098872 0.023232 2.057237 0.148 0.034 0.959 0.36
H 9.544821 -0.883890 2.338490 0.158 0.008 -0.052 0.19
H 10.128867 -0.709447 0.103784 -0.407 0.860 0.024 0.25
C 5.502090 -4.281592 8.395582 -0.232 0.631 0.578 -0.91
O 5.589336 -5.665649 8.666553 0.551 -1.167 -0.178 -0.57
H 4.395646 -4.106179 8.369007 1.084 0.864 -0.528 0.52
H 6.125163 -3.928703 7.486876 -1.454 -0.503 1.405 0.20
H 5.907989 -3.804397 9.327932 -0.489 -0.143 -1.147 0.11
H 4.948305 -6.145961 8.125656 0.302 0.368 -0.068 0.30
C 8.390705 -7.422285 7.291632 2.237 -1.116 0.589 -0.88
O 8.317227 -6.688615 6.113587 -1.253 0.553 -1.203 0.14
H 8.651113 -8.503999 7.017794 -1.064 0.954 0.824 0.29
H 7.547717 -7.209590 7.971883 0.159 -0.415 -0.645 0.23
H 9.316818 -7.067303 7.770814 -0.349 -0.199 0.600 0.28
H 9.177363 -6.679019 5.677853 0.198 0.427 0.234 -0.50
```
Forces are in eV/Å.

Results
- LUMO level: -0.0208 Eh
- E_tot: -70465.080 eV
- Maximum force: 10.0 eV/Å
- Spin multiplicity: 1
- HOMO-LUMO gap: 7.0 eV
- Energy relative to the best compared isomer or geometry (same formula, charge and spin): 0.865 eV
- Highest occupied orbital energy: -0.279 hartree